[1]
Entry from OMol25: a structure of composition C39H39Cl4Ge2N6O4W (ωB97M-V/def2-TZVPD).

The geometry in XYZ format:
```
95
C39H39Cl4Ge2N6O4W (ωB97M-V/def2-TZVPD)
W -1.023 -0.358 -0.242
O -1.769 -0.772 7.574
C -1.378 0.332 6.920
O -0.765 1.200 7.470
C -1.697 0.419 5.453
C -1.961 1.680 4.927
C -2.117 1.847 3.567
C -1.985 0.750 2.718
C -1.746 -0.512 3.235
C -1.615 -0.677 4.607
N -2.041 0.926 1.291
C -2.816 1.831 0.822
C -2.888 2.018 -0.615
C -3.746 2.922 -1.212
C -3.812 2.965 -2.597
C -3.036 2.084 -3.333
C -2.195 1.210 -2.671
N -2.099 1.190 -1.334
H -2.380 -1.303 7.048
H -1.996 2.531 5.593
H -2.255 2.845 3.174
H -1.699 -1.363 2.577
H -1.410 -1.665 5.002
H -3.455 2.425 1.468
H -4.360 3.568 -0.599
H -4.475 3.662 -3.092
H -3.079 2.063 -4.413
H -1.589 0.494 -3.209
Cl -3.841 -5.831 -3.137
C -3.463 -4.558 -2.061
C -4.208 -4.396 -0.875
Cl -5.485 -5.474 -0.515
C -3.913 -3.364 0.009
Cl -4.758 -3.126 1.479
C -2.877 -2.499 -0.320
O -2.454 -1.478 0.451
C -2.138 -2.658 -1.482
O -1.149 -1.763 -1.623
C -2.417 -3.692 -2.366
Cl -1.468 -3.848 -3.786
C -0.370 -3.493 1.716
Ge 0.844 -2.185 0.907
C 1.699 -3.143 -0.569
C 2.109 -1.731 2.351
Ge 0.956 0.742 0.973
C 2.731 1.008 0.217
C 3.447 0.041 -0.491
C 4.677 0.345 -1.056
C 5.202 1.626 -0.934
C 4.503 2.594 -0.227
C 3.284 2.283 0.360
C 0.906 1.836 2.570
C 0.499 3.145 2.296
C 0.496 4.106 3.298
C 0.879 3.758 4.586
C 1.280 2.459 4.866
C 1.309 1.503 3.859
H 0.261 -4.370 1.883
H -1.181 -3.790 1.055
H -0.773 -3.183 2.676
H 2.569 -3.665 -0.168
H 1.996 -2.528 -1.411
H 0.985 -3.883 -0.933
H 2.628 -2.668 2.570
H 1.562 -1.442 3.249
H 2.870 -0.986 2.125
H 3.069 -0.967 -0.586
H 5.238 -0.423 -1.573
H 6.163 1.862 -1.371
H 4.917 3.586 -0.110
H 2.771 3.044 0.934
H 0.189 3.433 1.292
H 0.197 5.122 3.074
H 0.870 4.499 5.374
H 1.566 2.187 5.873
H 1.646 0.503 4.098
C 1.600 0.719 -6.285
C 2.090 -0.586 -5.668
C 0.970 -1.613 -5.550
C 2.792 -0.354 -4.328
N 1.894 0.228 -3.319
C 1.637 1.515 -3.033
N 0.749 1.563 -2.073
N 0.488 0.274 -1.792
N 1.156 -0.534 -2.541
H 1.208 0.539 -7.285
H 2.401 1.457 -6.374
H 0.787 1.159 -5.699
H 2.872 -0.998 -6.312
H 0.149 -1.245 -4.928
H 1.322 -2.548 -5.112
H 0.559 -1.835 -6.535
H 3.627 0.339 -4.427
H 3.158 -1.286 -3.902
H 2.105 2.356 -3.514
```

Values from the calculation:
- HOMO-LUMO gap (alpha / beta) (eV) = 5.9 / 6.0
- charge = +2
- multiplicity = 2
- E_tot (eV) = -223140.8563
- <S²> = 0.77

Löwdin atomic charge list, values in e, 8 entries: atom 1 (W): 1.42, atom 2 (O): 0.15, atom 3 (C): -0.48, atom 4 (O): 0.15, atom 5 (C): -0.12, atom 6 (C): 0.02, atom 7 (C): -0.01, atom 8 (C): -0.26

=====

[2]
Entry from OMol25: a cluster of 20 separate species, C39H39Cl77INO6S in total at a distorted geometry (ωB97M-V/def2-TZVPD).

The geometry in XYZ format:
```
164
C39H39Cl77INO6S (ωB97M-V/def2-TZVPD)
C 3.803 -0.979 -0.275
C 2.610 -0.826 -1.251
C 1.271 -0.466 -0.580
I 1.010 -1.844 1.092
C -0.010 -0.335 -1.473
C -0.736 -1.693 -1.554
C -1.704 -2.002 -2.711
C -3.193 -1.760 -2.371
O -1.540 -3.412 -2.992
C 0.208 0.364 -2.881
C 0.953 -0.598 -3.830
C 0.503 -0.775 -5.284
O -1.103 0.786 -3.213
C -1.443 1.356 -4.448
C -2.718 2.209 -4.287
N -3.804 1.520 -3.604
C -5.054 1.539 -4.367
C -6.131 0.663 -3.680
C -7.332 1.488 -3.183
O -6.592 -0.385 -4.534
C 1.017 1.679 -2.611
C 1.608 2.344 -3.901
C 3.108 2.652 -3.772
C 4.025 1.552 -4.306
Cl 5.717 1.925 -3.744
C 0.144 2.727 -1.930
O -0.451 2.349 -0.678
S -1.031 0.862 -0.485
O -2.455 0.748 -0.780
O -0.788 0.586 0.926
H 3.720 -0.341 0.604
H 4.700 -0.655 -0.815
H 3.967 -2.019 -0.013
H 2.490 -1.798 -1.742
H 2.917 -0.131 -2.029
H 1.413 0.489 -0.070
H -1.298 -1.839 -0.630
H 0.054 -2.440 -1.641
H -1.470 -1.521 -3.653
H -3.608 -1.006 -3.030
H -3.744 -2.685 -2.560
H -3.339 -1.514 -1.320
H -1.863 -3.886 -2.218
H 1.048 -1.598 -3.405
H 1.986 -0.254 -3.874
H 0.386 0.173 -5.811
H -0.416 -1.341 -5.421
H 1.298 -1.301 -5.818
H -0.710 2.014 -4.926
H -1.692 0.582 -5.186
H -3.058 2.459 -5.292
H -2.472 3.155 -3.788
H -4.005 1.966 -2.719
H -4.902 1.155 -5.378
H -5.475 2.555 -4.417
H -5.706 0.164 -2.809
H -8.175 0.806 -3.058
H -7.623 2.284 -3.870
H -7.113 1.879 -2.185
H -6.653 -0.056 -5.435
H 1.889 1.514 -1.980
H 1.108 3.316 -3.987
H 1.348 1.799 -4.805
H 3.372 2.843 -2.731
H 3.337 3.565 -4.328
H 3.817 0.566 -3.902
H 4.089 1.532 -5.391
H -0.633 3.129 -2.585
H 0.795 3.577 -1.707
C 2.424 -2.595 5.366
Cl 1.069 -3.249 4.436
Cl 3.273 -1.434 4.342
Cl 1.783 -1.777 6.799
Cl 3.525 -3.885 5.857
C 0.017 -5.283 8.064
Cl -1.225 -6.205 8.913
Cl 0.757 -6.318 6.841
Cl -0.767 -3.886 7.292
Cl 1.262 -4.755 9.201
C 9.392 1.063 -1.472
Cl 8.219 0.096 -0.569
Cl 9.992 0.132 -2.853
Cl 8.622 2.536 -2.067
Cl 10.737 1.498 -0.406
C 3.300 4.964 -7.292
Cl 3.237 3.680 -8.505
Cl 1.794 4.964 -6.362
Cl 4.676 4.688 -6.217
Cl 3.488 6.527 -8.094
C -5.457 -6.781 9.342
Cl -6.799 -7.376 8.359
Cl -4.473 -5.669 8.382
Cl -6.101 -5.931 10.751
Cl -4.468 -8.145 9.886
C -10.654 -8.923 7.659
Cl -9.679 -9.601 8.967
Cl -10.073 -9.545 6.110
Cl -12.346 -9.379 7.883
Cl -10.510 -7.160 7.674
C 0.438 -0.632 10.796
Cl 2.154 -0.891 11.134
Cl -0.008 -1.528 9.341
Cl -0.527 -1.209 12.160
Cl 0.139 1.093 10.546
C 2.166 2.467 4.714
Cl 3.892 2.305 5.067
Cl 1.782 1.589 3.231
Cl 1.225 1.796 6.051
Cl 1.764 4.177 4.510
C -4.383 4.983 -0.638
Cl -3.670 3.379 -0.457
Cl -4.524 5.727 0.958
Cl -3.359 5.999 -1.670
Cl -5.995 4.853 -1.365
C 13.389 3.392 -3.556
Cl 14.510 2.651 -2.407
Cl 13.774 2.840 -5.192
Cl 11.739 2.917 -3.155
Cl 13.535 5.153 -3.474
C -2.471 -0.014 4.430
Cl -2.517 1.590 5.176
Cl -0.814 -0.639 4.490
Cl -3.539 -1.109 5.325
Cl -2.990 0.097 2.752
C -5.098 5.840 -6.274
Cl -6.756 6.068 -6.837
Cl -4.395 4.451 -7.115
Cl -4.142 7.283 -6.634
Cl -5.111 5.565 -4.525
C -2.551 -6.384 3.696
Cl -3.361 -5.836 2.223
Cl -1.078 -5.441 3.949
Cl -3.630 -6.158 5.082
Cl -2.135 -8.095 3.542
C -1.491 -9.286 12.512
Cl -0.913 -7.919 11.557
Cl -2.482 -8.698 13.853
Cl -2.464 -10.347 11.483
Cl -0.111 -10.190 13.147
C -9.976 3.552 -8.463
Cl -8.800 2.711 -7.443
Cl -9.635 3.210 -10.163
Cl -11.606 3.000 -8.064
Cl -9.856 5.293 -8.177
C 12.207 -2.282 -5.562
Cl 13.323 -3.022 -4.409
Cl 12.595 -2.831 -7.196
Cl 10.548 -2.753 -5.163
Cl 12.359 -0.522 -5.482
C -9.241 -3.870 12.819
Cl -7.560 -4.194 13.263
Cl -9.626 -4.720 11.318
Cl -10.308 -4.437 14.108
Cl -9.464 -2.132 12.589
C 8.676 6.413 -5.617
Cl 7.723 7.202 -6.881
Cl 7.770 5.044 -4.961
Cl 10.203 5.837 -6.294
Cl 9.007 7.547 -4.307
C 9.397 7.490 -0.397
Cl 7.793 7.822 -1.064
Cl 10.017 5.978 -1.076
Cl 10.490 8.815 -0.816
Cl 9.288 7.345 1.360
```

Values from the calculation:
- HOMO-LUMO gap (eV) = 8.7
- multiplicity = 1
- E_tot (eV) = -1038005.8182

Löwdin atomic charge list, values in e, 8 entries: atom 1 (C): -0.14, atom 2 (C): -0.30, atom 3 (C): -0.59, atom 4 (I): 1.06, atom 5 (C): -0.35, atom 6 (C): -0.17, atom 7 (C): -0.36, atom 8 (C): -0.02